Formula: C31H36O6
Source: OMol25
Level of theory: ωB97M-V with the def2-TZVPD basis set

Properties
Gap between HOMO and LUMO, eV: 8.78
SMILES: CCCCCCCC1=C(CCCCCOC)C(=O)OC1=O.O=C1c2ccccc2C(=O)c2ccccc21

```
73
Properties=species:S:1:pos:R:3:forces:R:3:lowdin_charge:R:1
H 3.273618 0.084974 0.916768 0.50 0.07 -0.03 0.08
H 0.883603 -0.570781 -2.123987 -0.38 0.17 0.08 0.09
H 5.240960 -3.243937 0.187543 -0.21 0.39 0.08 0.10
C -6.646439 1.671031 -5.116988 -0.11 -0.03 -0.17 0.00
H -6.641084 2.613114 -5.649941 0.10 0.02 0.12 0.12
C 0.786970 -2.892354 2.472761 0.13 0.28 -0.43 -0.18
H 6.206231 -2.431536 2.780085 -0.24 0.06 -0.28 0.07
C 6.419189 -1.457974 0.412365 -0.66 0.53 -0.83 -0.21
H 2.346215 -1.398769 1.921735 -0.31 -0.03 0.16 0.07
H 4.223765 -1.838814 0.532570 0.29 -0.01 0.17 0.08
C 1.710617 -1.680054 2.768241 -0.35 -0.59 1.13 -0.18
H 6.705540 -1.730321 -0.618299 0.17 0.12 0.40 0.10
O -0.382099 2.058802 0.867516 -0.41 0.88 0.08 0.13
H 1.390087 -3.814449 2.529974 -0.19 0.30 -0.29 0.11
C 0.853807 2.581847 1.141355 1.03 -3.06 1.64 -0.41
C 0.785439 -2.161794 -0.028223 -0.36 0.12 0.25 -0.24
H 3.328585 1.369062 3.323706 -0.18 -0.16 -0.32 0.12
H 4.432141 -2.426790 2.881573 0.26 -0.02 -0.09 0.04
H 7.264090 -1.696245 1.072737 -0.28 -0.09 -0.18 0.10
C -3.263714 3.576166 -0.278021 -0.10 -0.10 -0.05 -0.04
H 5.782581 1.599682 1.877856 -0.19 -0.40 0.22 0.11
H 0.037240 -2.974477 3.278096 0.39 -0.01 -0.15 0.11
C -5.964194 1.549887 -3.911625 -0.05 -0.14 0.04 -0.08
O -5.159439 3.757996 -3.999831 -0.02 -0.08 0.02 0.10
H 2.396747 -2.018798 3.563137 -0.13 0.18 -0.30 0.10
C -5.214438 2.717313 -3.374694 0.06 0.42 -0.19 -0.28
C -7.342695 -0.626689 -4.953068 0.03 0.07 0.01 -0.06
H 1.401253 -0.148697 4.290165 -0.35 -0.08 -0.16 0.12
H -2.891280 2.318842 1.416677 -0.11 0.04 0.00 0.08
H -7.872278 0.685377 -6.570470 0.02 0.00 0.02 0.11
H -0.953324 -2.268281 1.286228 0.35 0.02 -0.18 0.12
C -0.117646 -0.833956 -1.734294 0.18 -0.49 -0.31 -0.09
C 3.873020 0.970111 1.181441 -0.51 0.08 0.58 -0.18
H -3.801771 4.601107 -2.081760 -0.09 -0.09 -0.08 0.12
H 3.845050 1.630548 0.297681 0.20 -0.29 0.23 0.12
H 5.304993 -0.017676 2.479443 0.19 0.09 -0.29 0.11
C 0.723730 0.683019 2.448557 -0.37 0.14 -0.27 -0.06
C -4.542495 2.585928 -2.055699 0.00 -0.13 0.06 -0.09
C -4.007050 1.296064 -0.087669 0.09 0.01 0.15 0.01
H -0.436186 -0.090845 -0.982261 0.03 -0.20 -0.26 0.08
C 0.895856 -0.495946 3.377738 -0.08 0.34 -0.81 -0.09
H 1.731261 -2.706197 -0.220763 -0.39 0.03 -0.06 0.13
C 5.324389 0.634510 1.594267 -0.30 0.69 -0.84 -0.19
H 5.785485 0.398940 -0.558750 -0.11 -0.07 0.44 0.11
H 5.283062 -3.868070 2.332567 0.00 0.40 0.10 0.07
O -1.658278 0.696104 2.101545 -3.75 -1.57 0.83 0.20
H -6.677914 -1.694481 -3.218407 0.08 0.10 0.10 0.12
C -3.861424 3.675376 -1.523987 0.12 0.13 0.12 0.00
C -7.337375 0.587201 -5.633890 0.04 -0.03 0.06 -0.06
C 5.176742 -2.320341 0.785826 1.34 -0.49 0.60 -0.23
C -3.344238 2.388943 0.444676 -0.28 0.32 -0.26 -0.06
C 1.600080 1.588614 2.017987 0.19 0.24 0.35 -0.08
C 3.069557 1.721754 2.314913 0.35 0.13 -0.94 -0.10
H -0.241790 -3.822692 0.825430 -0.15 0.40 0.05 0.12
C 5.286916 -2.765905 2.282052 -0.75 -0.39 -0.15 -0.10
H -0.833517 -0.864096 -2.565495 0.18 0.08 0.27 0.09
H 3.394791 2.771985 2.237436 -0.38 -0.23 0.26 0.12
C 6.190171 0.082250 0.417594 0.27 -0.30 0.52 -0.19
H -2.736259 4.426911 0.135955 0.00 -0.03 -0.02 0.11
C -6.668997 -0.751143 -3.749025 -0.12 -0.11 -0.11 0.00
H -7.877476 -1.475067 -5.361990 0.02 0.02 0.01 0.11
C 0.003558 -2.791726 1.133179 0.43 -0.56 0.14 -0.15
C -5.985836 0.337851 -3.219627 -0.01 0.10 -0.10 -0.08
H -0.113222 -0.876369 3.595892 0.35 0.26 0.33 0.12
H -4.063365 0.372557 0.474395 -0.03 -0.03 -0.12 0.12
H 7.178635 0.567961 0.494211 -0.30 -0.23 -0.15 0.10
O -0.060779 -2.149347 -1.181166 0.38 0.57 0.35 -0.19
C -5.295724 0.200547 -1.908660 0.02 -0.39 0.28 -0.28
H 1.078959 -1.120612 0.205838 -0.13 -0.32 0.04 0.09
O 1.296885 3.608451 0.828303 0.17 2.59 -1.48 0.21
C -0.612945 1.085939 1.834483 4.44 0.12 -0.26 -0.41
C -4.603067 1.386885 -1.340836 0.02 0.15 -0.06 -0.08
O -5.303480 -0.858419 -1.313068 -0.02 0.07 -0.06 0.10
```
Positions in Å, forces in eV/Å.